Record 1
Entry from the OMol25 dataset: a structure of composition C4H5CoO6 in a non-equilibrium geometry (the ωB97M-V functional and the def2-TZVPD basis).

Output
2S+1: 6
Total energy in Ha: -1989.031134
Molecular weight in g mol⁻¹: 208.01
Net charge: +1
Energy relative to the best compared isomer or geometry (same formula, charge and spin) in kcal/mol: 89.8

Last column: Löwdin charge in e.
CARTESIAN COORDINATES (ANGSTROEM)
Co (-2.026, -2.319, 0.209)  1.235
O (-1.611, 0.363, 2.884)  0.257
O (-0.815, -2.287, -1.295)  -0.007
O (0.537, -0.615, -1.079)  -0.011
C (-0.746, -0.101, 2.226)  -0.394
C (-0.616, -1.084, -1.650)  -0.626
H (1.378, 2.253, 0.392)  0.149
C (0.887, 0.773, -1.076)  -0.101
O (-1.555, -0.304, -1.832)  0.164
C (1.192, 1.173, 0.359)  -0.159
H (0.078, 1.391, -1.484)  0.147
H (0.006, -0.527, 0.593)  0.254
O (-0.644, -1.147, 1.479)  -0.103
H (1.792, 0.892, -1.685)  0.155
H (2.057, 0.600, 0.728)  0.147
O (0.087, 0.939, 1.232)  -0.108

Record 2
Entry from the OMol25 dataset: the molecule C4H10N2O in a non-equilibrium geometry (the ωB97M-V functional and the def2-TZVPD basis).

Output
2S+1: 1
Total energy in Ha: -343.171207
Molecular weight in g mol⁻¹: 102.14
SMILES string: CC[C@@H](N)C(N)=O
Net charge: 0
Energy relative to the best compared isomer or geometry (same formula, charge and spin) in kcal/mol: 19.0

Last column: Löwdin charge in e.
CARTESIAN COORDINATES (ANGSTROEM)
H (-2.093, -0.598, -2.296)  0.113
H (0.929, -2.116, 0.110)  0.063
H (1.935, 0.258, 0.382)  0.115
C (-0.543, -0.186, -1.115)  -0.538
H (0.009, -1.807, 1.592)  0.079
N (-1.879, -0.173, -1.407)  0.168
H (1.755, -1.855, 1.705)  0.068
H (-2.467, 0.355, -0.777)  0.101
C (1.016, -0.080, 0.864)  -0.223
O (0.274, -0.770, -1.786)  0.071
H (0.366, 2.623, 0.350)  0.071
H (1.004, 0.363, 1.864)  0.107
N (0.293, 1.943, -0.393)  0.049
C (-0.117, 0.603, 0.108)  -0.350
H (-0.442, 2.245, -1.024)  0.068
C (0.937, -1.589, 1.053)  -0.092
H (-0.979, 0.785, 0.770)  0.131

Record 3
Entry from the OMol25 dataset: a cluster of 18 separate species, C24H87N3O18 in total in a non-equilibrium geometry (the ωB97M-V functional and the def2-TZVPD basis).

Output
2S+1: 1
Total energy in Ha: -2485.066999
Molecular weight in g mol⁻¹: 705.96
Net charge: 0

Last column: Löwdin charge in e.
CARTESIAN COORDINATES (ANGSTROEM)
H (0.830, 0.666, -4.559)  -0.029
H (2.267, 0.942, 1.101)  0.046
C (3.756, 4.239, 0.856)  -0.049
C (1.730, 3.964, -3.210)  -0.545
O (-2.395, -3.058, 4.251)  -0.066
O (1.310, -1.018, -4.240)  -0.056
H (-8.068, 5.216, -0.774)  0.067
H (-0.470, -3.181, -1.591)  0.031
H (-1.916, -0.214, -3.822)  0.087
C (2.352, -4.988, -1.587)  -0.027
H (2.719, -5.638, -0.793)  0.073
C (-2.634, -4.389, -1.542)  -0.044
N (-2.593, -0.468, -0.475)  0.028
N (0.529, -3.280, -1.698)  0.070
H (3.074, 2.725, -2.535)  0.047
H (-0.095, -0.199, 4.046)  0.043
H (2.890, 3.660, 1.177)  0.068
H (1.036, 1.287, 1.912)  0.031
H (-4.336, -3.658, 3.977)  0.128
H (-4.446, -3.617, 1.582)  0.074
H (-5.472, 4.986, 1.790)  0.054
C (-6.048, 4.621, -0.128)  -0.399
C (3.911, -4.567, 3.031)  -0.044
O (-1.048, 1.500, 1.497)  -0.033
H (-4.975, -1.088, 3.299)  0.075
H (3.598, 5.237, 1.265)  0.082
H (-4.347, 4.156, -1.399)  0.126
O (-2.206, -3.006, -1.757)  -0.239
H (-4.229, -2.288, -1.526)  0.130
H (6.349, 4.029, -0.341)  0.085
H (-0.634, -3.405, -5.049)  0.061
O (1.293, -4.033, 1.133)  -0.194
H (-1.521, 1.193, 0.723)  0.014
C (4.380, -3.707, 1.854)  -0.459
C (-4.019, -1.462, 3.666)  -0.055
C (-7.038, 5.403, -1.080)  -0.057
H (0.688, -5.914, 0.403)  0.131
C (-4.534, 4.735, -0.494)  -0.132
H (-3.333, -0.099, 0.105)  0.034
H (3.662, -3.942, 3.888)  0.084
H (-3.684, 2.300, 0.708)  0.008
C (-3.645, -2.937, 3.541)  -0.417
H (-0.224, 3.497, -3.571)  0.070
H (2.140, 5.603, -1.704)  0.076
O (0.763, 1.594, -4.784)  -0.069
H (0.689, -2.731, 2.568)  0.088
H (4.760, 1.984, -0.957)  0.001
O (5.068, 2.163, 0.913)  -0.059
H (6.274, 5.381, 0.775)  0.080
H (-6.946, 6.473, -1.268)  0.076
H (0.011, 4.193, -1.912)  0.068
H (-3.427, -2.233, -3.164)  0.124
C (2.547, 5.129, -2.597)  -0.054
H (-1.353, 0.828, -2.610)  0.078
C (-3.480, -3.500, 2.074)  -0.056
H (-6.946, 4.854, -2.017)  0.065
N (-6.301, 5.138, 1.233)  0.026
H (2.585, -5.401, -2.569)  0.078
H (4.466, -4.426, 1.039)  0.130
H (7.030, 3.911, 1.378)  0.074
H (2.782, -1.598, 3.182)  -0.013
C (-2.810, -0.696, -1.907)  -0.363
C (0.285, 4.248, -2.966)  -0.050
O (2.446, -0.982, 3.833)  -0.066
H (-0.048, 5.239, -3.275)  0.088
H (-1.862, -5.144, -1.393)  0.072
H (-3.604, 0.008, -2.157)  0.133
H (-6.259, 3.552, -0.173)  0.112
C (-2.257, 4.314, 0.379)  -0.082
H (2.636, 5.974, -3.280)  0.071
H (0.894, -2.746, -0.922)  0.057
O (3.218, -0.509, -0.371)  -0.031
O (-4.011, 1.414, 0.859)  -0.045
H (-3.983, -1.131, 4.704)  0.090
C (0.897, -4.606, -1.296)  -0.419
H (2.337, -0.161, 3.353)  -0.022
H (2.552, -3.326, 1.494)  -0.003
C (0.547, -3.775, 2.288)  -0.082
H (3.679, 4.361, -0.224)  0.047
H (-7.149, 4.878, 1.715)  0.071
O (-0.940, -0.645, 4.000)  -0.020
H (1.953, 3.856, -4.271)  0.142
H (-4.301, 5.783, -0.679)  0.126
H (2.334, -0.782, -0.124)  -0.006
H (-2.425, -1.370, -0.052)  0.055
H (-0.536, -3.824, 2.185)  0.070
H (5.984, -2.666, 3.086)  0.081
H (3.598, 4.858, -2.502)  0.072
H (6.500, -3.237, 1.545)  0.075
H (-1.965, 5.364, 0.352)  0.088
H (-2.741, -2.960, 1.482)  0.052
H (2.883, -4.038, -1.528)  0.080
H (-0.521, -4.718, 0.233)  0.097
H (-3.065, -4.497, 2.217)  0.073
C (6.256, 4.293, 0.713)  -0.042
H (3.787, -0.931, 0.273)  0.021
O (2.122, 2.853, -2.556)  -0.049
H (5.417, -1.870, 1.645)  0.065
C (5.628, -2.850, 2.072)  -0.025
H (-0.725, -0.792, -2.576)  0.053
H (4.686, -5.244, 3.392)  0.080
H (0.080, -3.227, -3.726)  0.001
O (4.457, 1.800, -1.846)  -0.042
H (-0.542, -0.530, -0.324)  -0.010
H (-4.955, 1.523, 0.974)  0.057
C (-1.629, -0.214, -2.770)  -0.043
C (-3.299, -2.182, -2.083)  -0.177
H (1.551, -1.333, -3.369)  0.034
O (0.234, -3.270, -4.670)  -0.033
H (3.997, 0.964, -1.774)  0.023
H (0.870, -1.762, -4.651)  -0.019
H (-1.974, -2.198, 4.313)  0.023
C (5.068, 3.528, 1.316)  -0.455
H (-3.176, -4.382, -0.597)  0.072
H (0.424, -0.306, 0.820)  -0.002
O (0.302, -0.820, 0.022)  -0.039
H (4.894, 3.595, 2.390)  0.133
H (1.041, 2.053, -3.992)  -0.031
H (-1.777, 3.838, 1.234)  0.079
H (-1.820, 4.013, -0.573)  0.074
H (0.760, -4.353, 3.188)  0.102
O (-3.684, 4.183, 0.585)  -0.245
O (3.351, -2.800, 1.577)  -0.089
H (5.559, 1.554, 1.469)  0.107
H (-3.267, -4.754, -2.351)  0.096
H (-1.687, 1.443, 2.207)  0.035
C (0.560, -4.850, 0.204)  -0.140
H (3.006, -5.164, 2.917)  0.066
H (0.202, -5.255, -1.827)  0.122
H (-1.526, -0.008, 3.591)  0.012
H (-3.354, -0.822, 3.087)  0.051
O (1.773, 0.678, 1.877)  -0.046

Record 4
Entry from the OMol25 dataset: a cluster of 2 separate species, C9H14 in total in a non-equilibrium geometry (the ωB97M-V functional and the def2-TZVPD basis).

Output
2S+1: 1
Total energy in Ha: -351.247897
Molecular weight in g mol⁻¹: 122.21
SMILES string: Cc1ccccc1.CC
Net charge: 0
Energy relative to the best compared isomer or geometry (same formula, charge and spin) in kcal/mol: 51.6

Last column: Löwdin charge in e.
CARTESIAN COORDINATES (ANGSTROEM)
C (-0.316, 0.219, 2.149)  -0.054
H (-1.670, 2.917, 0.082)  0.026
H (-1.236, -1.264, -0.146)  0.068
H (3.686, -1.969, 0.610)  0.131
C (0.444, -0.750, 1.192)  -0.224
H (-1.776, 1.305, -0.031)  0.016
C (-0.245, -1.354, 0.061)  -0.043
C (-1.194, 2.050, -1.967)  -0.183
C (2.074, -2.242, -0.664)  -0.087
H (-0.106, 1.921, -1.841)  0.049
H (-1.313, 3.042, -2.672)  0.102
C (0.601, -1.980, -0.848)  -0.046
H (-1.084, 0.852, 1.615)  0.052
H (-2.921, 2.285, -0.967)  0.068
H (0.303, 0.795, 2.878)  0.080
C (2.565, -1.867, 0.475)  -0.152
C (1.790, -1.132, 1.376)  -0.066
H (-1.673, 1.315, -2.716)  0.080
C (-1.895, 2.213, -0.606)  -0.163
H (0.190, -2.600, -1.643)  0.090
H (2.288, -0.739, 2.305)  0.119
H (2.493, -2.689, -1.468)  0.063
H (-1.005, -0.326, 2.826)  0.075

Record 5
Entry from the OMol25 dataset: a structure of composition C30H22N8O3ReS2 (the ωB97M-V functional and the def2-TZVPD basis).

Output
2S+1: 1
Total energy in Ha: -2694.656497
Molecular weight in g mol⁻¹: 792.90
Net charge: +1
Energy relative to the best compared isomer or geometry (same formula, charge and spin) in kcal/mol: 0.4

Last column: Löwdin charge in e.
CARTESIAN COORDINATES (ANGSTROEM)
H (3.830, -2.527, 4.885)  0.141
N (1.685, 4.425, -0.573)  0.109
H (-6.095, 1.618, 2.368)  0.118
H (0.167, 0.526, 5.822)  0.121
C (1.226, 3.166, -0.547)  -0.835
C (0.651, 0.094, 4.958)  -0.003
H (3.844, -2.341, -1.867)  0.122
H (-0.478, -2.492, 0.399)  0.114
H (2.081, -1.058, 6.065)  0.132
H (0.410, 0.452, -4.748)  0.118
N (-0.608, -0.867, -0.869)  -0.081
H (4.835, -3.291, 0.190)  0.117
S (1.914, 2.038, 0.596)  0.648
C (-0.644, 0.963, -2.315)  -0.185
C (-0.955, -0.418, -2.100)  -0.191
C (3.435, -2.102, -0.896)  0.001
S (-1.396, 2.272, 1.200)  0.724
C (-1.691, -2.599, -2.755)  -0.037
C (-2.100, 3.379, -4.799)  -0.066
C (-4.993, -0.230, 2.201)  -0.041
N (1.789, -0.910, 0.346)  -0.073
O (5.725, -3.566, 3.904)  0.111
C (-1.294, -3.065, -1.498)  -0.035
C (1.779, -0.904, 2.698)  -0.136
C (3.407, -2.203, 3.945)  0.087
H (-4.123, 3.024, 1.829)  0.114
C (-1.480, 2.976, -5.974)  -0.075
C (0.197, 0.436, 3.683)  -0.084
H (-0.616, 1.137, 3.544)  0.088
O (-1.528, -0.585, 1.482)  -0.298
C (3.928, -2.663, 2.792)  -0.058
H (1.886, -0.821, -1.698)  0.122
H (1.325, 5.065, -1.260)  0.114
C (-5.135, 1.163, 2.168)  -0.047
C (-1.518, -1.272, -3.056)  0.015
C (2.352, -1.387, 1.482)  -0.132
C (-3.764, -0.767, 1.945)  -0.006
H (-1.699, 3.485, -6.903)  0.107
N (5.032, -3.638, 2.917)  -0.339
C (-4.050, 1.947, 1.873)  -0.068
C (-1.819, 2.733, -3.607)  -0.027
C (1.705, -0.777, 5.090)  0.030
H (-5.823, -0.882, 2.423)  0.115
H (-2.121, -3.275, -3.482)  0.117
H (-2.802, 4.202, -4.812)  0.108
N (0.739, -0.049, 2.576)  -0.047
C (2.335, -1.251, -0.812)  -0.090
C (3.445, -2.265, 1.491)  -0.047
C (2.299, -1.297, 3.931)  -0.112
C (-0.578, 1.923, -5.956)  -0.071
H (-3.534, -1.822, 1.950)  0.141
C (-0.300, 1.270, -4.764)  -0.042
N (-2.708, 0.028, 1.666)  -0.171
C (-0.918, 1.672, -3.585)  -0.193
O (5.145, -4.463, 2.034)  0.094
H (2.348, 4.743, 0.109)  0.094
Re (0.136, 0.481, 0.538)  1.072
H (-0.088, 1.611, -6.869)  0.107
C (-2.798, 1.369, 1.606)  -0.616
H (-1.799, -0.864, -4.016)  0.122
N (0.329, 2.806, -1.418)  0.016
H (-1.404, -4.104, -1.222)  0.114
C (3.991, -2.623, 0.246)  0.036
N (-0.057, 1.502, -1.278)  -0.183
H (-2.286, 3.052, -2.684)  0.117
C (-0.770, -2.180, -0.592)  -0.118

Record 6
Entry from the OMol25 dataset: a structure of composition C6H16N2O in a non-equilibrium geometry (the ωB97M-V functional and the def2-TZVPD basis).

Output
2S+1: 1
Total energy in Ha: -422.828128
Molecular weight in g mol⁻¹: 132.21
Net charge: 0
Energy relative to the best compared isomer or geometry (same formula, charge and spin) in kcal/mol: 99.5

Last column: Löwdin charge in e.
CARTESIAN COORDINATES (ANGSTROEM)
H (0.800, -0.912, -2.037)  -0.020
H (2.367, -0.844, -1.349)  -0.010
N (-0.619, 0.934, -0.084)  -0.020
H (1.949, 2.720, 0.446)  0.065
H (-1.863, -0.507, -1.965)  0.070
C (2.106, -0.368, 1.583)  -0.083
H (1.063, -0.446, 1.894)  0.064
C (1.466, -0.247, -1.478)  -0.163
H (1.728, 0.578, -2.144)  -0.011
N (1.607, 1.905, 0.947)  0.027
C (-2.685, -0.850, -1.342)  -0.018
H (-1.075, 1.556, -0.742)  0.115
H (-3.012, -1.410, 1.809)  0.101
H (-3.590, -0.297, -1.604)  0.089
H (2.735, -0.294, 2.479)  0.083
O (-3.224, -1.509, 0.873)  0.024
H (-2.852, -1.902, -1.576)  0.087
H (0.105, 1.508, 0.532)  0.070
H (0.367, 0.300, -0.747)  0.061
C (-1.538, 0.148, 0.669)  -0.130
C (-2.400, -0.710, 0.118)  -0.380
H (2.374, -1.275, 1.047)  0.068
C (2.325, 0.843, 0.731)  -0.313
H (-1.411, 0.193, 1.745)  0.110
H (3.274, 0.884, 0.195)  0.112

Record 7
Entry from the OMol25 dataset: the molecule C6H13N in a non-equilibrium geometry (the ωB97M-V functional and the def2-TZVPD basis).

Output
2S+1: 1
Total energy in Ha: -291.056483
Molecular weight in g mol⁻¹: 99.18
SMILES string: C=CCC[C@H](C)N
Net charge: 0
Energy relative to the best compared isomer or geometry (same formula, charge and spin) in kcal/mol: 64.2

Last column: Löwdin charge in e.
CARTESIAN COORDINATES (ANGSTROEM)
H (-0.876, 0.599, 2.457)  0.013
C (-2.335, -1.010, 0.101)  -0.074
H (-0.602, 1.020, -0.740)  0.151
C (-0.087, 0.135, -0.222)  -0.193
C (2.243, -0.189, -1.663)  -0.027
H (-0.577, -1.306, 1.330)  0.136
C (2.051, 0.914, -0.865)  -0.196
H (2.310, -0.246, -2.745)  0.047
N (-1.529, 0.549, 1.751)  0.021
H (-1.386, 1.485, 1.243)  0.097
H (2.550, 1.896, -1.137)  0.123
C (-1.062, -0.499, 0.772)  -0.456
H (1.139, 1.517, 0.903)  0.097
H (-3.150, -1.368, 0.723)  0.080
C (1.286, 0.607, 0.333)  -0.246
H (2.561, -1.170, -1.309)  0.066
H (1.883, -0.056, 0.975)  0.128
H (0.133, -0.795, -0.812)  0.112
H (-2.583, -0.255, -0.572)  0.048
H (-1.970, -1.829, -0.521)  0.073

Record 8
Entry from the OMol25 dataset: a structure of composition C7H13N2 in a non-equilibrium geometry (the ωB97M-V functional and the def2-TZVPD basis).

Output
2S+1: 1
Total energy in Ha: -383.664873
Molecular weight in g mol⁻¹: 125.19
Net charge: +1
Energy relative to the best compared isomer or geometry (same formula, charge and spin) in kcal/mol: 95.6

Last column: Löwdin charge in e.
CARTESIAN COORDINATES (ANGSTROEM)
H (0.073, -1.812, -1.697)  0.127
H (-3.004, -0.714, 0.703)  0.079
H (-1.117, -2.192, 1.095)  0.167
N (0.287, -0.949, 0.260)  -0.083
H (1.081, 0.679, -2.137)  0.170
C (0.914, 1.360, 1.587)  0.132
H (0.707, -2.950, -0.513)  0.146
C (-1.930, 0.907, -0.237)  -0.041
H (2.032, 1.481, 1.679)  0.089
C (-1.051, -1.169, 0.610)  -0.093
N (1.516, 0.561, -1.149)  0.059
C (0.719, -1.849, -0.808)  0.003
H (1.605, -1.470, -1.188)  0.057
C (0.570, 0.543, -0.164)  -0.355
H (0.737, -1.154, 1.132)  0.166
H (2.165, 1.287, -0.951)  0.100
H (-2.712, 1.417, -0.684)  0.096
H (0.323, 2.249, 1.559)  0.052
C (-2.108, -0.397, 0.420)  0.011
H (0.478, 0.646, 2.187)  0.014
H (-0.579, 2.241, -1.152)  0.153
C (-0.706, 1.284, -0.555)  -0.049

Which formula does entry 1 have? C4H5CoO6

The lowest molecular weight belongs to which entry? C6H13N

Look up the net charge of the sixth one. 0